[1]
21
Properties=species:S:1:pos:R:3 method="wB97M-V/def2-TZVPD" smiles="C=C=C(C)N1C[C@@]12C=CC=N2" lumo_ev=0.42 gap_ev=8.61 energy_ev=-12470.5071 relative_energy_kcal_mol=117.8 homo_energy_ha=-0.301
H -3.44 -1.52 0.49
H 3.89 1.68 -0.31
C 0.60 -1.54 -0.81
C -1.51 -0.27 0.01
C 1.11 -0.19 -0.26
C 2.02 0.75 -1.03
H 0.92 -1.93 -1.74
C -2.43 2.09 0.25
H -1.89 -2.01 1.31
C 3.00 1.08 -0.17
C -2.30 -1.57 0.42
C 2.58 0.58 1.13
H -2.24 2.51 1.22
H -2.14 -2.21 -0.42
C -2.03 0.92 -0.03
H 1.82 0.96 -2.08
H 0.56 -2.25 -0.01
H 3.07 0.88 2.14
N 1.50 -0.17 1.06
N -0.25 -0.43 -0.69
H -2.85 2.63 -0.49



[2]
82
Properties=species:S:1:pos:R:3 method="wB97M-V/def2-TZVPD" smiles="Nc1c(CCc2ccccc2)cc(I)c2c1C(=O)NC2=O.Fc1ccccc1.Fc1ccccc1.Fc1ccccc1.Fc1ccccc1" lumo_ev=-0.50 gap_ev=8.52 energy_ev=-68060.7633 homo_energy_ha=-0.331
C 6.16 0.48 -5.89
H 2.37 2.23 -7.13
H -7.96 1.52 8.01
H -0.84 3.47 0.13
H 9.40 -0.42 -5.89
C -6.66 -1.13 6.36
C 1.25 -0.45 -1.40
N -4.67 -1.12 1.57
H 3.78 0.90 -8.67
C -2.35 -1.31 1.31
C -0.86 -2.45 -0.66
H -0.28 0.20 -3.49
C 3.20 0.40 -7.90
C 0.13 1.66 -0.52
C -1.23 1.99 -2.86
H 1.09 1.32 8.94
C 1.59 2.02 6.98
C 7.86 -1.33 -4.71
C 1.73 -0.86 -5.94
C -0.56 0.48 6.11
H -6.79 2.72 6.18
C -4.40 -2.34 0.80
C -2.93 -2.21 0.42
C 2.40 1.15 -7.04
C -7.41 0.98 7.26
C -0.23 0.52 7.46
H 3.86 -1.56 -8.44
F 5.32 1.36 -6.47
H -2.05 3.73 -1.97
C 7.49 0.49 -6.23
H 2.43 2.62 7.30
H 2.54 -2.69 -6.66
H -0.81 -0.06 8.17
C -0.71 2.73 -0.65
F 1.00 -1.47 -4.98
F -7.97 -1.05 8.31
H 7.85 1.20 -6.96
H 0.67 1.54 0.41
H 1.47 -0.48 0.76
H 6.13 -2.05 -3.66
C -7.35 -0.40 7.31
H 4.60 -0.40 -4.72
O -3.32 -0.49 3.43
H -0.06 1.22 4.14
C -2.19 -2.80 -0.55
C -6.02 -0.46 5.33
N -0.47 -0.02 2.12
C 0.18 1.22 5.19
I -3.11 -4.17 -1.86
C -1.38 2.88 -1.83
H -1.75 2.14 -3.80
H 8.53 -2.04 -4.24
C 3.25 -0.98 -7.77
H -4.60 -0.38 0.87
C -0.31 -1.54 0.20
C 2.51 -1.61 -6.78
H -6.63 -2.21 6.43
C 8.35 -0.42 -5.63
C 1.25 1.98 5.64
H 0.12 -0.56 2.76
C 0.84 1.29 7.89
H -5.48 -1.02 4.57
F 1.96 2.70 4.76
C 1.66 0.52 -6.06
C -6.76 1.64 6.23
C -3.43 -0.89 2.30
H -1.39 -0.12 5.76
C -1.03 -0.96 1.22
O -5.22 -3.19 0.56
C 6.51 -1.33 -4.38
H 1.77 -2.08 -0.06
H -5.56 1.44 4.46
H 2.25 -0.06 -1.57
C 1.16 -1.17 -0.03
H 1.03 1.09 -5.38
C 5.65 -0.42 -4.97
C -6.06 0.92 5.26
C -0.39 0.92 -2.69
H 0.98 -1.15 -2.20
H -0.27 -2.92 -1.44
C 0.30 0.74 -1.52
H -1.19 0.40 2.69